1.
2 unconnected molecules or ions with the total composition C31H41BN2O6P2S in a non-equilibrium geometry. Source: OMol25; level of theory: the ωB97M-V functional and the def2-TZVPD basis.

Summary:
Frontier orbital gap = 6.72 eV
HOMO energy = -8.197 eV
Multiplicity = 1

Bonds (Å) are listed after each position.
Geometry (Å):
1 C 5.671 -1.898 -0.348  C2 1.635, H38 1.155, H39 1.151, H40 1.152
2 C 6.863 -0.828 -0.018  C1 1.635, B3 1.650, H41 1.144, H42 1.158
3 B 6.251 0.656 0.358  C2 1.650, O4 1.430, C5 1.651
4 O 6.936 1.864 0.014  B3 1.430, H43 0.981
5 C 4.780 0.602 1.106  B3 1.651, C6 1.549, C10 1.583
6 C 4.768 -0.244 2.403  C5 1.549, C7 1.543, H44 1.152
7 C 3.430 -0.399 3.157  C6 1.543, C8 1.537, H45 1.136
8 C 2.191 0.323 2.606  C7 1.537, C9 1.582, C36 1.617
9 C 2.175 1.226 1.308  C8 1.582, C10 1.538, C16 1.575
10 C 3.500 1.337 0.535  C5 1.583, C9 1.538, C11 1.560
11 C 3.711 2.148 -0.781  C10 1.560, C12 1.568, H46 1.163, H47 1.160
12 C 2.537 2.773 -1.611  C11 1.568, C13 1.638, H48 1.135, H49 1.134
13 C 3.136 3.244 -3.061  C12 1.638, C14 1.622, H50 1.143, H51 1.139
14 C 1.908 3.997 -3.807  C13 1.622, O15 1.455, H52 1.147, H53 1.159
15 O 1.152 3.042 -4.602  C14 1.455, H54 0.988
16 C 0.794 1.908 0.977  C9 1.575, O17 1.245, C18 1.626
17 O 0.537 3.074 0.622  C16 1.245
18 C -0.509 1.016 1.367  C16 1.626, C19 1.573, C31 1.543
19 C -0.492 0.068 2.622  C18 1.573, C20 1.538, C36 1.589
20 C -1.662 -0.815 3.086  C19 1.538, C21 1.557, H55 1.144
21 C -2.980 -0.789 2.257  C20 1.557, P22 1.887, C26 1.547
22 P -4.403 -1.888 2.826  C21 1.887, O23 1.724, O24 1.733, S25 1.949
23 O -3.850 -3.119 3.899  P22 1.724, H56 0.998
24 O -5.011 -2.731 1.440  P22 1.733, H57 0.994
25 S -5.909 -0.893 3.559  P22 1.949
26 C -3.032 0.162 1.038  C21 1.547, C27 1.609, C31 1.582
27 C -4.407 0.200 0.203  C26 1.609, C28 1.632, H58 1.144, H59 1.141
28 C -4.120 -0.722 -1.112  C27 1.632, C29 1.629, H60 1.155, H61 1.150
29 C -5.387 -0.706 -2.136  C28 1.629, N30 1.502, H62 1.143, H63 1.157
30 N -6.260 -1.859 -1.731  C29 1.502, H64 1.040, H65 1.037
31 C -1.831 1.080 0.573  C18 1.543, C26 1.582, P32 1.895
32 P -2.201 2.193 -0.916  C31 1.895, C33 1.901, C34 1.927
33 C -0.787 2.176 -2.188  P32 1.901, H66 1.145, H67 1.156, H68 1.140
34 C -2.334 4.001 -0.264  P32 1.927, C35 1.602, H69 1.157, H70 1.136
35 C -3.079 3.901 1.151  C34 1.602, H71 1.137, H72 1.159, H73 1.151
36 C 0.847 0.088 3.475  C8 1.617, C19 1.589, O37 1.253
37 O 0.932 -0.026 4.720  C36 1.253
38 H 4.882 -1.401 -1.028  C1 1.155
39 H 5.185 -2.308 0.612  C1 1.151
40 H 6.069 -2.825 -0.904  C1 1.152
41 H 7.507 -0.803 -0.964  C2 1.144
42 H 7.434 -1.265 0.889  C2 1.158
43 H 6.536 2.656 0.432  O4 0.981
44 H 5.733 -0.747 2.781  C6 1.152
45 H 3.420 -1.023 4.106  C7 1.136
46 H 4.273 1.455 -1.527  C11 1.163
47 H 4.482 2.987 -0.562  C11 1.160
48 H 2.150 3.732 -1.143  C12 1.135
49 H 1.765 1.974 -1.838  C12 1.134
50 H 4.031 3.946 -2.953  C13 1.143
51 H 3.348 2.279 -3.627  C13 1.139
52 H 2.283 4.870 -4.450  C14 1.147
53 H 1.153 4.457 -3.057  C14 1.159
54 H 1.088 2.184 -4.115  O15 0.988
55 H -1.556 -1.463 4.023  C20 1.144
56 H -2.950 -3.343 3.532  O23 0.998
57 H -4.337 -3.426 1.211  O24 0.994
58 H -5.281 -0.298 0.748  C27 1.144
59 H -4.715 1.256 -0.098  C27 1.141
60 H -3.851 -1.802 -0.804  C28 1.155
61 H -3.236 -0.313 -1.725  C28 1.150
62 H -5.889 0.317 -2.058  C29 1.143
63 H -5.031 -0.906 -3.219  C29 1.157
64 H -7.162 -1.804 -2.244  N30 1.040
65 H -6.424 -1.778 -0.710  N30 1.037
66 H -0.225 1.179 -2.156  C33 1.145
67 H -1.169 2.321 -3.269  C33 1.156
68 H -0.088 3.048 -1.962  C33 1.140
69 H -3.035 4.588 -0.974  C34 1.157
70 H -1.344 4.557 -0.269  C34 1.136
71 H -2.425 3.594 2.030  C35 1.137
72 H -3.893 3.085 1.034  C35 1.159
73 H -3.658 4.877 1.342  C35 1.151
74 C -0.472 -5.784 -0.995  C75 1.387, C79 1.387, H80 1.085
75 C -0.424 -6.491 0.198  C74 1.387, C76 1.385, H81 1.083
76 C -0.835 -5.852 1.356  C75 1.385, N77 1.343, H82 1.085
77 N -1.275 -4.583 1.394  C76 1.343, C78 1.345
78 C -1.309 -3.920 0.224  N77 1.345, C79 1.385, H83 1.086
79 C -0.924 -4.472 -0.986  C74 1.387, C78 1.385, H84 1.083
80 H -0.160 -6.251 -1.923  C74 1.085
81 H -0.076 -7.516 0.227  C75 1.083
82 H -0.818 -6.364 2.312  C76 1.085
83 H -1.667 -2.896 0.283  C78 1.086
84 H -0.975 -3.892 -1.899  C79 1.083

Mulliken atomic charge list, values in e, 4 entries: atom 1 (C): -0.785, atom 2 (C): -0.619, atom 3 (B): 0.588, atom 4 (O): -0.594

---

2.
6 unconnected molecules or ions with the total composition C31H41F10N2O19P in a non-equilibrium geometry. Source: OMol25; level of theory: the ωB97M-V functional and the def2-TZVPD basis.

Summary:
Frontier orbital gap = 8.89 eV
HOMO energy = -8.927 eV
Multiplicity = 1

Bonds (Å) are listed after each position.
Geometry (Å):
1 C -2.265 -0.719 -4.571  C2 1.607, H29 1.143, H30 1.156, H31 1.155
2 C -1.517 -1.134 -5.932  C1 1.607, C3 1.633, H32 1.141, H33 1.143
3 C 0.026 -0.607 -5.863  C2 1.633, C4 1.602, H34 1.146, H35 1.141
4 C 0.871 -1.577 -4.907  C3 1.602, C5 1.611, H36 1.156, H37 1.158
5 C 2.344 -1.034 -4.548  C4 1.611, C6 1.604, H38 1.146, H39 1.150
6 C 2.347 0.362 -3.756  C5 1.604, C7 1.627, H40 1.144, H41 1.139
7 C 2.773 0.213 -2.193  C6 1.627, C8 1.606, H42 1.143, H43 1.158
8 C 1.837 -0.798 -1.368  C7 1.606, C9 1.634, H44 1.152, H45 1.141
9 C 0.622 -0.063 -0.560  C8 1.634, C10 1.597, O15 1.485, C19 1.599
10 C -0.200 1.066 -1.335  C9 1.597, C11 1.606, H46 1.158, H47 1.139
11 C 0.483 2.519 -1.374  C10 1.606, C12 1.613, H48 1.156, H49 1.158
12 C 0.511 3.183 -2.843  C11 1.613, N13 1.494, O14 1.261
13 N 1.544 4.241 -3.057  C12 1.494, H50 1.040, H51 1.037
14 O -0.269 2.838 -3.772  C12 1.261
15 O -0.367 -1.170 -0.532  C9 1.485, C16 1.424
16 C 0.115 -2.137 0.397  O15 1.424, O17 1.236, O18 1.458
17 O -0.089 -3.353 0.474  C16 1.236
18 O 0.954 -1.402 1.335  C16 1.458, C19 1.461
19 C 0.860 0.021 1.018  C9 1.599, O18 1.461, P20 1.929, C22 1.598
20 P 2.602 0.682 1.517  C19 1.929, N21 1.606, H52 1.442, H53 1.437
21 N 3.299 -0.330 2.551  P20 1.606, H54 1.038
22 C -0.139 0.837 1.961  C19 1.598, F23 1.415, F24 1.442, C25 1.600
23 F -0.322 2.197 1.616  C22 1.415
24 F 0.463 0.845 3.271  C22 1.442
25 C -1.590 0.193 2.160  C22 1.600, F26 1.425, F27 1.436, F28 1.404
26 F -1.561 -1.100 2.758  C25 1.425
27 F -2.264 1.019 3.121  C25 1.436
28 F -2.408 0.196 1.019  C25 1.404
29 H -1.780 -1.187 -3.647  C1 1.143
30 H -3.364 -1.074 -4.630  C1 1.156
31 H -2.335 0.428 -4.456  C1 1.155
32 H -1.472 -2.258 -6.123  C2 1.141
33 H -2.003 -0.535 -6.776  C2 1.143
34 H -0.042 0.478 -5.501  C3 1.146
35 H 0.469 -0.578 -6.913  C3 1.141
36 H 0.280 -1.904 -3.968  C4 1.156
37 H 1.037 -2.553 -5.508  C4 1.158
38 H 2.864 -1.835 -3.914  C5 1.146
39 H 2.931 -0.976 -5.536  C5 1.150
40 H 3.132 1.047 -4.228  C6 1.144
41 H 1.319 0.834 -3.896  C6 1.139
42 H 2.934 1.233 -1.703  C7 1.143
43 H 3.822 -0.277 -2.229  C7 1.158
44 H 1.306 -1.540 -2.072  C8 1.152
45 H 2.516 -1.408 -0.684  C8 1.141
46 H -0.271 0.712 -2.435  C10 1.158
47 H -1.275 1.204 -0.986  C10 1.139
48 H 1.509 2.572 -0.843  C11 1.156
49 H -0.198 3.212 -0.744  C11 1.158
50 H 2.442 3.744 -3.222  N13 1.040
51 H 1.647 4.748 -2.157  N13 1.037
52 H 2.528 1.966 2.171  P20 1.442
53 H 3.472 0.831 0.382  P20 1.437
54 H 3.460 0.187 3.436  N21 1.038
55 O 4.264 4.154 -1.396  C56 1.197
56 C 3.875 4.635 -0.373  O55 1.197, O57 1.361, O61 1.364
57 O 4.619 4.724 0.763  C56 1.361, C58 1.422
58 C 3.849 5.471 1.697  O57 1.422, C59 1.495, H62 1.094, H63 1.091
59 C 2.455 5.267 1.200  C58 1.495, F60 1.353, O61 1.414, H64 1.094
60 F 1.683 6.349 1.456  C59 1.353
61 O 2.626 5.156 -0.199  C56 1.364, C59 1.414
62 H 4.159 6.519 1.667  C58 1.094
63 H 3.989 5.093 2.711  C58 1.091
64 H 1.967 4.365 1.584  C59 1.094
65 O -6.819 -4.725 3.679  C66 1.195
66 C -5.935 -3.931 3.550  O65 1.195, O67 1.364, O71 1.363
67 O -5.373 -3.599 2.352  C66 1.364, C68 1.421
68 C -4.465 -2.537 2.611  O67 1.421, C69 1.494, H72 1.091, H73 1.091
69 C -4.156 -2.724 4.061  C68 1.494, F70 1.356, O71 1.413, H74 1.092
70 F -3.910 -1.534 4.664  C69 1.356
71 O -5.359 -3.251 4.582  C66 1.363, C69 1.413
72 H -4.955 -1.584 2.403  C68 1.091
73 H -3.577 -2.619 1.982  C68 1.091
74 H -3.336 -3.416 4.258  C69 1.092
75 O -1.902 -9.398 2.412  C76 1.195
76 C -1.971 -8.216 2.578  O75 1.195, O77 1.363, O81 1.364
77 O -1.620 -7.290 1.641  C76 1.363, C78 1.420
78 C -1.971 -6.021 2.172  O77 1.420, C79 1.496, H82 1.094, H83 1.092
79 C -1.984 -6.283 3.645  C78 1.496, F80 1.359, O81 1.412, H84 1.094
80 F -2.904 -5.504 4.271  C79 1.359
81 O -2.401 -7.628 3.730  C76 1.364, C79 1.412
82 H -2.952 -5.725 1.788  C78 1.094
83 H -1.240 -5.261 1.889  C78 1.092
84 H -1.010 -6.168 4.130  C79 1.094
85 O -7.848 3.089 -0.289  C86 1.194
86 C -7.821 2.197 0.505  O85 1.194, O87 1.363, O91 1.364
87 O -8.703 2.062 1.536  C86 1.363, C88 1.421
88 C -8.415 0.817 2.158  O87 1.421, C89 1.496, H92 1.094, H93 1.091
89 C -6.989 0.588 1.770  C88 1.496, F90 1.357, O91 1.412, H94 1.094
90 F -6.726 -0.736 1.639  C89 1.357
91 O -6.899 1.192 0.497  C86 1.364, C89 1.412
92 H -9.088 0.050 1.763  C88 1.094
93 H -8.549 0.878 3.239  C88 1.091
94 H -6.260 1.045 2.446  C89 1.094
95 O 5.427 1.858 2.457  C96 1.197
96 C 6.490 1.998 1.926  O95 1.197, O97 1.362, O101 1.359
97 O 7.667 1.532 2.428  C96 1.362, C98 1.422
98 C 8.658 1.784 1.440  O97 1.422, C99 1.496, H102 1.094, H103 1.091
99 C 8.053 2.910 0.663  C98 1.496, F100 1.354, O101 1.413, H104 1.094
100 F 8.424 2.858 -0.638  C99 1.354
101 O 6.667 2.650 0.746  C96 1.359, C99 1.413
102 H 8.804 0.885 0.835  C98 1.094
103 H 9.609 2.057 1.898  C98 1.091
104 H 8.266 3.903 1.069  C99 1.094

Mulliken atomic charge list, values in e, 4 entries: atom 1 (C): -0.586, atom 2 (C): -0.618, atom 3 (C): -0.323, atom 4 (C): -0.303

---

3.
A gas-phase ion, C31H41F6N5 (charge +2) in a non-equilibrium geometry. Source: OMol25; level of theory: the ωB97M-V functional and the def2-TZVPD basis.

Summary:
Frontier orbital gap = 7.07 eV
Total charge = +2
HOMO energy = -12.334 eV
Multiplicity = 1

Bonds (Å) are listed after each position.
Geometry (Å):
1 C 6.116 -7.773 0.541  C2 1.533, H43 1.099, H44 1.101, H45 1.101
2 C 5.398 -6.573 1.168  C1 1.533, C3 1.495, H46 1.096, H47 1.091
3 C 3.950 -6.856 1.409  C2 1.495, C4 1.520, H48 1.090, H49 1.091
4 C 3.203 -5.772 2.168  C3 1.520, N5 1.482, H50 1.092, H51 1.098
5 N 2.768 -4.653 1.299  C4 1.482, C6 1.409, C42 1.348
6 C 3.601 -3.891 0.456  N5 1.409, C7 1.359, H52 1.074
7 C 2.795 -3.096 -0.296  C6 1.359, N8 1.399, H53 1.084
8 N 1.480 -3.327 0.120  C7 1.399, C9 1.492, C42 1.350
9 C 0.231 -2.761 -0.467  N8 1.492, C10 1.532, H54 1.101, H55 1.123
10 C -0.440 -1.849 0.566  C9 1.532, C11 1.519, N14 1.529, H56 1.121
11 C -1.139 -2.576 1.703  C10 1.519, C12 1.541, H57 1.105, H58 1.105
12 C -2.316 -1.670 2.114  C11 1.541, C13 1.510, H59 1.087, H60 1.110
13 C -2.679 -0.789 0.944  C12 1.510, N14 1.526, H61 1.120, H62 1.112
14 N -1.554 -1.012 -0.063  C10 1.529, C13 1.526, C15 1.766, H63 1.052
15 C -1.276 0.630 -0.650  N14 1.766, C16 1.539, C29 1.514, H64 1.128
16 C -0.139 1.568 -0.207  C15 1.539, C17 1.403, C28 1.427
17 C 1.154 1.030 -0.117  C16 1.403, C18 1.385, H65 1.092
18 C 2.297 1.801 0.021  C17 1.385, C19 1.426, H66 1.102
19 C 2.256 3.226 0.059  C18 1.426, N20 1.374, C27 1.432
20 N 3.357 4.039 0.178  C19 1.374, C21 1.429, C22 1.467
21 C 3.285 5.381 0.662  N20 1.429, H67 1.095, H68 1.094, H69 1.098
22 C 4.700 3.548 -0.148  N20 1.467, C23 1.499, H70 1.103, H71 1.105
23 C 5.091 3.950 -1.538  C22 1.499, F24 1.349, F25 1.370, F26 1.371
24 F 6.330 3.599 -1.941  C23 1.349
25 F 4.204 3.410 -2.431  C23 1.370
26 F 4.986 5.308 -1.696  C23 1.371
27 C 0.948 3.804 -0.020  C19 1.432, C28 1.404, H72 1.089
28 C -0.188 2.993 -0.178  C16 1.427, C27 1.404, H73 1.092
29 C -2.638 1.284 -0.749  C15 1.514, C30 1.400, C41 1.408
30 C -3.414 0.917 -1.855  C29 1.400, C31 1.403, H74 1.092
31 C -4.603 1.609 -2.130  C30 1.403, C32 1.424, H75 1.085
32 C -5.048 2.649 -1.266  C31 1.424, N33 1.357, C40 1.434
33 N -6.109 3.417 -1.620  C32 1.357, C34 1.423, C35 1.465
34 C -6.642 3.416 -2.939  N33 1.423, H76 1.101, H77 1.104, H78 1.105
35 C -6.961 4.065 -0.618  N33 1.465, C36 1.507, H79 1.099, H80 1.110
36 C -6.759 5.558 -0.599  C35 1.507, F37 1.369, F38 1.381, F39 1.384
37 F -7.891 6.276 -0.317  C36 1.369
38 F -5.806 5.893 0.341  C36 1.381
39 F -6.286 6.030 -1.811  C36 1.384
40 C -4.352 2.881 -0.034  C32 1.434, C41 1.414, H81 1.083
41 C -3.096 2.259 0.158  C29 1.408, C40 1.414, H82 1.109
42 C 1.493 -4.268 1.089  N5 1.348, N8 1.350, H83 1.080
43 H 7.201 -7.603 0.496  C1 1.099
44 H 5.941 -8.692 1.123  C1 1.101
45 H 5.763 -7.948 -0.488  C1 1.101
46 H 5.893 -6.316 2.111  C2 1.096
47 H 5.529 -5.716 0.506  C2 1.091
48 H 3.430 -7.057 0.472  C3 1.090
49 H 3.859 -7.757 2.016  C3 1.091
50 H 2.301 -6.176 2.635  C4 1.092
51 H 3.836 -5.345 2.957  C4 1.098
52 H 4.669 -4.006 0.446  C6 1.074
53 H 3.045 -2.399 -1.088  C7 1.084
54 H 0.559 -2.145 -1.318  C9 1.101
55 H -0.417 -3.598 -0.840  C9 1.123
56 H 0.277 -1.143 1.059  C10 1.121
57 H -1.510 -3.583 1.439  C11 1.105
58 H -0.438 -2.681 2.550  C11 1.105
59 H -3.197 -2.201 2.465  C12 1.087
60 H -1.963 -1.030 2.950  C12 1.110
61 H -3.593 -1.023 0.339  C13 1.120
62 H -2.693 0.248 1.345  C13 1.112
63 H -2.101 -1.598 -0.744  N14 1.052
64 H -0.995 0.131 -1.622  C15 1.128
65 H 1.266 -0.055 -0.166  C17 1.092
66 H 3.246 1.264 0.185  C18 1.102
67 H 2.462 5.481 1.378  C21 1.095
68 H 4.215 5.651 1.171  C21 1.094
69 H 3.128 6.102 -0.152  C21 1.098
70 H 5.446 3.996 0.529  C22 1.103
71 H 4.758 2.444 -0.118  C22 1.105
72 H 0.772 4.876 0.054  C27 1.089
73 H -1.145 3.491 -0.345  C28 1.092
74 H -3.043 0.164 -2.554  C30 1.092
75 H -5.150 1.280 -3.008  C31 1.085
76 H -5.848 3.143 -3.651  C34 1.101
77 H -7.494 2.730 -3.086  C34 1.104
78 H -6.999 4.428 -3.201  C34 1.105
79 H -8.018 3.906 -0.878  C35 1.099
80 H -6.770 3.691 0.409  C35 1.110
81 H -4.726 3.534 0.745  C40 1.083
82 H -2.447 2.565 1.002  C41 1.109
83 H 0.641 -4.726 1.568  C42 1.080

Mulliken atomic charge list, values in e, 4 entries: atom 1 (C): -1.386, atom 2 (C): -0.101, atom 3 (C): -0.521, atom 4 (C): -0.777

---

Short version: electronic energy = -2872.29920, -4084.82559, -2078.27029 Ha, in the order given.